{
  "formula": "C25H14BrF5N4O4Zn",
  "method": "wB97M-V/def2-TZVPD",
  "de_lowest_kcal_mol": 0.00,
  "lumo_energy_ha": -0.058,
  "homo_lumo_gap_ev": 6.0,
  "e_tot_ha": -6333.7044,
  "e_homo_ev": -7.56,
  "species": ["Zn", "O", "C", "C", "C", "C", "C", "C", "C", "O", "N", "N", "C", "C", "C", "C", "C", "C", "C", "O", "H", "H", "H", "H", "H", "H", "H", "H", "H", "H", "F", "C", "C", "C", "F", "C", "F", "C", "F", "C", "F", "Br", "C", "C", "C", "C", "C", "N", "H", "H", "H", "H", "O", "N"],
  "positions_angstrom": [[0.53190, 0.07975, 0.71598], [-4.56945, -1.65424, 0.27143], [-3.98975, -2.57261, 1.06463], [-4.74000, -3.70367, 1.39176], [-4.20913, -4.68727, 2.19906], [-2.91533, -4.57143, 2.70230], [-2.17060, -3.45625, 2.38008], [-2.68200, -2.44355, 1.56618], [-1.81532, -1.28753, 1.24034], [-0.62498, -1.25633, 1.72309], [-2.32014, -0.36291, 0.43979], [-1.37946, 0.61222, 0.17749], [-1.75446, 1.73170, -0.31070], [-0.84230, 2.81376, -0.60798], [-1.37273, 3.90312, -1.31899], [-0.61427, 4.99951, -1.65168], [0.72410, 5.02620, -1.24516], [1.26962, 3.98360, -0.53383], [0.52011, 2.83609, -0.19464], [1.12239, 1.89156, 0.48202], [-3.92179, -0.91498, 0.16434], [-5.74279, -3.77930, 0.99272], [-4.80804, -5.55647, 2.44091], [-2.50013, -5.34527, 3.33339], [-1.16069, -3.33908, 2.74837], [-2.81701, 1.88214, -0.51662], [-2.41790, 3.86073, -1.60800], [-1.04234, 5.82274, -2.20590], [1.34171, 5.88193, -1.48981], [2.30277, 4.00314, -0.21170], [0.67264, 0.85736, -2.58579], [-0.41628, 0.15008, -2.86151], [-0.61320, -1.07622, -2.23652], [-1.76456, -1.80946, -2.50959], [-2.01862, -2.94864, -1.89430], [-2.70570, -1.30935, -3.39215], [-3.81805, -1.98758, -3.64210], [-2.48777, -0.08924, -4.01633], [-3.38489, 0.37820, -4.86865], [-1.33720, 0.64624, -3.75984], [-1.13795, 1.80772, -4.37082], [3.53821, 0.06988, -0.87800], [3.46913, -0.85623, 0.76135], [4.59999, -1.50421, 1.23121], [4.50030, -2.18936, 2.42801], [3.28800, -2.21063, 3.10372], [2.21312, -1.54270, 2.55342], [2.30714, -0.86796, 1.39719], [5.51827, -1.46659, 0.66557], [5.36235, -2.70821, 2.82576], [3.17051, -2.73851, 4.03849], [1.23703, -1.54293, 3.01731], [0.48899, -2.57364, -0.97477], [0.30654, -1.40883, -1.18711]],
  "forces_ev_per_a": [[-0.1, 0.1, 0.0], [0.0, 0.0, 0.0], [0.0, 0.0, 0.0], [0.0, 0.0, 0.0], [0.0, 0.0, 0.0], [0.0, 0.0, 0.0], [0.0, 0.0, 0.0], [0.0, 0.0, 0.0], [0.0, -0.1, 0.0], [0.0, 0.0, -0.1], [0.0, 0.1, 0.0], [0.0, 0.0, 0.1], [0.0, 0.0, 0.0], [-0.1, 0.0, 0.0], [0.0, 0.0, 0.0], [0.0, 0.0, 0.0], [0.0, 0.0, 0.0], [0.0, 0.0, 0.0], [0.1, 0.0, 0.1], [0.0, 0.0, -0.1], [0.0, 0.0, 0.0], [0.0, 0.0, 0.0], [0.0, 0.0, 0.0], [0.0, 0.0, 0.0], [0.0, 0.0, 0.0], [0.0, 0.0, 0.0], [0.0, 0.0, 0.0], [0.0, 0.0, 0.0], [0.0, 0.0, 0.0], [0.0, 0.0, 0.0], [0.0, 0.0, 0.0], [0.0, 0.1, 0.0], [0.1, -0.1, 0.1], [-0.1, 0.0, -0.1], [0.0, 0.0, 0.0], [0.0, 0.0, 0.0], [0.0, 0.0, 0.0], [0.1, 0.0, 0.0], [0.0, 0.0, 0.0], [0.0, 0.0, 0.0], [0.0, 0.0, 0.0], [0.1, 0.0, 0.0], [0.0, 0.0, -0.1], [0.0, 0.0, 0.0], [0.0, 0.0, 0.0], [0.0, 0.0, 0.0], [0.1, 0.0, 0.0], [-0.2, 0.0, 0.0], [0.0, 0.0, 0.0], [0.0, 0.0, 0.0], [0.0, 0.0, 0.0], [0.0, 0.0, 0.0], [-0.1, 0.1, -0.1], [0.1, -0.1, 0.2]],
  "mulliken_charge": [-0.054, -0.694, 0.386, -0.700, -0.343, -0.810, -0.547, 0.583, 0.725, -0.814, -0.705, 0.624, -0.012, 0.364, -0.690, -0.821, -0.448, -0.441, 0.336, -0.756, 0.618, 0.426, 0.370, 0.422, 0.400, 0.389, 0.350, 0.406, 0.374, 0.455, -0.404, 0.128, -0.185, 0.667, -0.373, 0.412, -0.307, 0.662, -0.299, 0.032, -0.352, -0.070, 0.432, -0.686, -0.155, -0.842, -0.108, 0.202, 0.405, 0.388, 0.418, 0.520, -0.458, 0.577]
}

***

{
  "formula": "C18H36Br18",
  "method": "wB97M-V/def2-TZVPD",
  "de_lowest_kcal_mol": 69.76,
  "lumo_energy_ha": -0.006,
  "smiles": "BrCCBr.BrCCBr.BrCCBr.BrCCBr.BrCCBr.BrCCBr.BrCCBr.BrCCBr.BrCCBr",
  "homo_lumo_gap_ev": 10.0,
  "e_tot_ha": -47039.6355,
  "e_homo_ev": -10.20,
  "species": ["Br", "C", "C", "Br", "H", "H", "H", "H", "Br", "C", "C", "Br", "H", "H", "H", "H", "Br", "C", "C", "Br", "H", "H", "H", "H", "Br", "C", "C", "Br", "H", "H", "H", "H", "Br", "C", "C", "Br", "H", "H", "H", "H", "Br", "C", "C", "Br", "H", "H", "H", "H", "Br", "C", "C", "Br", "H", "H", "H", "H", "Br", "C", "C", "Br", "H", "H", "H", "H", "Br", "C", "C", "Br", "H", "H", "H", "H"],
  "positions_angstrom": [[-6.28680, -2.90789, -1.26146], [-6.23582, -2.65520, 0.67390], [-7.44728, -1.75503, 1.20165], [-9.10404, -2.83439, 1.16145], [-5.28789, -2.17633, 0.91930], [-6.31560, -3.61565, 1.18308], [-7.65815, -0.85716, 0.62074], [-7.29585, -1.46542, 2.24150], [-1.03866, 3.43356, 8.34659], [-1.53884, 2.67940, 6.52858], [-3.05089, 2.74324, 6.48325], [-3.67545, 2.54233, 4.57872], [-1.12512, 1.71164, 6.24508], [-1.07402, 3.41637, 5.87364], [-3.50291, 3.61055, 6.96444], [-3.55726, 1.97854, 7.07224], [-1.64459, -5.83408, -7.70796], [0.32827, -5.72137, -7.86514], [1.01157, -4.95723, -6.71767], [3.00785, -4.95291, -6.93087], [0.68872, -5.38794, -8.83828], [0.62115, -6.76331, -7.73600], [0.79519, -5.51420, -5.80604], [0.80872, -3.88932, -6.79833], [-4.37306, 7.89616, 1.21030], [-3.35740, 9.19816, 2.28064], [-2.60608, 8.40989, 3.37798], [-2.16846, 9.60644, 4.91390], [-4.04344, 9.93036, 2.70649], [-2.68261, 9.81005, 1.68202], [-1.67710, 8.05262, 2.93361], [-3.11353, 7.49073, 3.67079], [0.48880, 5.97627, -5.05893], [-1.21190, 6.71677, -5.26372], [-1.33553, 7.92039, -4.33689], [-3.00123, 8.83873, -4.69181], [-1.94919, 5.93527, -5.07996], [-1.21960, 7.14971, -6.26402], [-0.57763, 8.68364, -4.51335], [-1.33027, 7.66263, -3.27782], [6.50595, -0.19177, -2.93853], [7.40039, 0.00442, -4.70957], [8.63130, -0.90850, -4.77894], [9.47686, -0.70785, -6.59634], [7.59546, 1.06702, -4.85432], [6.67399, -0.29515, -5.46502], [8.35345, -1.93992, -4.56195], [9.36245, -0.46058, -4.10598], [-0.15926, -6.93076, 9.13967], [-0.35539, -5.96424, 7.37818], [-1.75611, -5.46973, 7.06336], [-1.58323, -4.12157, 5.67436], [0.12746, -6.54674, 6.59355], [0.38412, -5.17257, 7.49852], [-2.20385, -5.10335, 7.98715], [-2.42959, -6.24018, 6.68798], [-0.21908, 2.71270, -0.19348], [-0.10724, 0.66851, -0.18258], [-0.49304, 0.25715, -1.57762], [-0.28615, -1.70894, -1.63799], [-0.57740, 0.19956, 0.68179], [0.93308, 0.36807, -0.05779], [0.17429, 0.65211, -2.34364], [-1.53222, 0.40191, -1.87302], [7.73896, -6.89390, -0.70260], [6.21170, -5.63466, -0.41894], [6.04653, -5.43788, 1.07300], [4.27195, -4.47409, 1.38820], [5.39083, -6.18300, -0.88110], [6.27455, -4.73388, -1.02948], [6.84847, -4.86856, 1.54296], [6.03672, -6.44961, 1.47849]],
  "forces_ev_per_a": [[0.0, 0.0, 0.5], [-1.5, 1.3, 0.7], [0.7, -1.2, -0.6], [0.5, 0.4, 0.0], [-0.1, 0.0, -0.1], [0.1, 0.0, -0.3], [0.2, -0.3, -0.1], [0.1, -0.2, -0.1], [0.0, -0.9, -0.9], [-0.2, 1.3, 0.2], [-0.7, -0.4, 0.0], [0.3, 0.2, 1.1], [0.0, 0.0, 0.8], [-0.3, 0.0, 0.0], [0.5, 0.6, -0.8], [0.4, -0.6, -0.4], [0.9, 0.5, -0.1], [1.0, -0.7, 0.6], [0.0, -0.2, -1.1], [-0.9, -0.3, 0.0], [-0.6, 0.2, 0.0], [0.0, 0.0, -0.3], [0.1, 0.8, 0.2], [-0.3, -0.3, 0.7], [0.4, 0.6, 0.1], [0.0, 0.0, 1.0], [0.3, 0.3, -0.9], [-0.2, -0.8, -0.8], [-0.3, -0.5, 0.0], [0.1, -0.6, -0.3], [0.2, 0.3, 0.3], [-0.3, 0.6, 0.5], [1.6, -0.8, 0.3], [-0.7, 1.6, -0.1], [-0.1, -0.1, 0.4], [-0.4, 0.0, 0.0], [0.0, 0.4, -0.2], [-0.5, -0.6, -0.1], [0.1, -0.4, -0.1], [0.0, -0.1, -0.2], [0.5, 0.0, -0.7], [-0.3, -0.5, -0.4], [-0.2, 1.6, -0.1], [-0.6, -0.3, 1.0], [0.3, -0.2, 0.2], [-0.1, 0.0, 0.3], [0.4, 0.1, -0.2], [0.1, -0.7, 0.0], [-0.4, 0.3, -1.1], [1.2, 0.0, 0.3], [0.3, -0.7, 0.7], [-0.2, 0.0, 0.2], [-0.6, -0.6, 0.1], [-0.6, 0.4, 0.2], [0.0, 0.6, -0.3], [0.3, 0.0, -0.1], [0.1, -1.5, 0.4], [0.9, 0.8, -0.4], [-0.5, -0.9, 0.0], [0.0, 0.2, -0.1], [-0.8, 0.5, -0.4], [0.2, 0.7, 0.0], [-0.1, 0.0, 0.3], [0.2, 0.3, 0.3], [-0.4, 0.8, 0.0], [-0.3, -0.4, -0.6], [-0.5, -0.1, -0.5], [1.4, -0.8, -0.1], [-0.1, -0.1, 0.5], [0.7, 0.0, 0.3], [-0.3, 0.1, -0.1], [-0.5, 0.3, 0.5]],
  "mulliken_charge": [-0.118, -0.578, -0.594, -0.130, 0.345, 0.370, 0.366, 0.339, -0.178, -0.513, -0.701, -0.179, 0.389, 0.353, 0.430, 0.399, -0.150, -0.605, -0.543, -0.160, 0.396, 0.340, 0.367, 0.355, -0.162, -0.529, -0.625, -0.169, 0.362, 0.365, 0.352, 0.407, -0.139, -0.506, -0.631, -0.151, 0.357, 0.332, 0.364, 0.375, -0.161, -0.626, -0.567, -0.167, 0.392, 0.376, 0.401, 0.353, -0.176, -0.711, -0.435, -0.147, 0.406, 0.372, 0.355, 0.335, -0.190, -0.636, -0.553, -0.175, 0.433, 0.378, 0.369, 0.373, -0.167, -0.616, -0.574, -0.182, 0.366, 0.407, 0.378, 0.387]
}

***

{
  "formula": "C5H14N2O2",
  "method": "wB97M-V/def2-TZVPD",
  "de_lowest_kcal_mol": 188.53,
  "lumo_energy_ha": [0.030, -0.019],
  "homo_lumo_gap_ev": [8.4, 5.1],
  "e_tot_ha": -458.6371,
  "e_homo_ev": [-7.57, -5.58],
  "species": ["C", "C", "C", "N", "O", "H", "H", "H", "H", "H", "H", "H", "H", "H", "N", "C", "C", "O", "H", "H", "H", "H", "H"],
  "positions_angstrom": [[0.29283, 0.68688, 1.54240], [-1.38496, -0.16849, -0.47533], [-0.54911, 0.09453, 2.60106], [0.22270, 1.98407, 1.25160], [-2.08922, -1.33961, -0.16481], [-1.93802, -1.55854, 0.76026], [1.12506, 0.15350, 1.12223], [0.65499, 2.26840, 0.38063], [-0.55907, 2.53538, 1.57316], [-1.63994, 0.12961, -1.48585], [-1.63467, 0.66166, 0.19445], [-0.40635, -0.98473, 2.64942], [-1.61131, 0.30779, 2.41200], [-0.31670, 0.50509, 3.59206], [2.22032, 0.73498, -1.82411], [0.42072, -0.72295, -1.09200], [0.29512, -1.46955, -2.25213], [0.92721, 0.62607, -1.19025], [2.84375, 0.12811, -1.28618], [2.11380, 0.25918, -2.72073], [0.82911, -1.26725, -0.23725], [-0.09240, -1.01618, -3.15809], [0.27613, -2.54794, -2.19255]],
  "forces_ev_per_a": [[0.3, -1.6, 0.5], [0.0, -0.9, -0.9], [0.1, 0.2, 0.0], [0.0, 1.7, -0.3], [0.3, 0.3, -0.1], [0.0, 0.1, 0.0], [0.0, 0.0, 0.2], [-0.2, 0.0, 0.2], [0.1, -0.1, -0.1], [-0.2, 0.0, -0.1], [0.6, -0.2, 0.1], [0.0, 0.0, 0.0], [-0.1, 0.0, 0.0], [-0.1, 0.0, 0.1], [-0.4, -0.4, 0.2], [-0.2, 1.2, 1.0], [-0.5, -0.2, -0.4], [0.1, -0.5, -0.4], [-0.1, 0.1, 0.0], [0.0, 0.1, 0.0], [0.0, 0.1, 0.0], [0.2, 0.0, -0.1], [0.0, 0.0, 0.0]],
  "mulliken_charge": [-0.362, -0.611, -1.163, -0.318, -0.500, 0.315, 0.488, 0.262, 0.257, 0.411, 0.430, 0.282, 0.338, 0.357, -0.509, -0.012, -0.771, -0.272, 0.250, 0.313, 0.204, 0.330, 0.280]
}

***

{
  "formula": "C3H10N2",
  "method": "wB97M-V/def2-TZVPD",
  "de_lowest_kcal_mol": 29.95,
  "lumo_energy_ha": 0.040,
  "smiles": "C=NC.CN",
  "homo_lumo_gap_ev": 10.2,
  "e_tot_ha": -229.7615,
  "e_homo_ev": -9.07,
  "species": ["C", "N", "C", "H", "H", "H", "H", "H", "C", "N", "H", "H", "H", "H", "H"],
  "positions_angstrom": [[-1.51495, -0.15599, 1.37068], [-1.28780, 0.63002, 0.42427], [-1.62304, 0.26668, -0.91965], [-1.95237, -1.15465, 1.25115], [-1.25961, 0.15488, 2.37134], [-2.41861, 0.93348, -1.25558], [-0.75674, 0.45278, -1.55387], [-1.95725, -0.77576, -1.02701], [1.98459, 0.03759, 0.45051], [1.84879, -0.36938, -0.94006], [1.94832, -0.85163, 1.07471], [2.95895, 0.50613, 0.57775], [1.21258, 0.73718, 0.78952], [1.84462, 0.44895, -1.53976], [0.97257, -0.86028, -1.07407]],
  "forces_ev_per_a": [[-0.1, -0.4, 0.0], [0.2, 0.5, 0.1], [-0.2, -0.2, -0.2], [0.0, 0.0, -0.1], [0.1, 0.0, 0.3], [0.0, 0.0, -0.1], [-0.1, 0.0, -0.1], [0.0, 0.0, 0.0], [0.0, 0.2, 0.1], [0.0, -0.1, -0.3], [0.0, 0.0, 0.2], [0.1, 0.0, 0.1], [0.1, -0.1, 0.0], [-0.1, -0.2, 0.0], [0.1, 0.1, -0.1]],
  "mulliken_charge": [-0.268, -0.344, -0.750, 0.248, 0.288, 0.279, 0.201, 0.318, -0.711, -0.597, 0.283, 0.313, 0.253, 0.256, 0.230]
}